{"formula": "C4H33N2O14", "method": "ωB97M-V/def2-TZVPD", "elements": ["O", "C", "C", "C", "C", "N", "O", "N", "H", "H", "H", "H", "H", "H", "H", "H", "H", "H", "H", "O", "H", "H", "O", "H", "H", "O", "H", "H", "O", "H", "H", "O", "H", "H", "O", "H", "H", "O", "H", "H", "O", "H", "H", "O", "H", "H", "O", "H", "H", "O", "H", "H", "O"], "coordinates": [[3.402, 1.249, -0.574], [2.282, 1.521, -0.963], [1.390, 0.254, -1.176], [0.302, 0.308, -0.022], [-1.105, 0.821, -0.464], [-2.031, 0.945, 0.535], [-1.249, 1.018, -1.661], [2.144, -1.059, -1.095], [1.936, 2.540, -1.102], [0.709, 0.351, -2.137], [0.154, -0.723, 0.479], [0.607, 0.977, 0.851], [-3.018, 0.840, 0.307], [-1.778, 0.864, 1.479], [2.853, -1.046, -0.417], [2.421, -1.234, -2.021], [1.392, -1.777, -0.965], [-0.927, 3.764, -2.092], [-0.325, 4.977, -1.577], [-0.539, 4.171, -1.300], [-1.182, 1.038, 3.805], [-1.637, -0.110, 4.607], [-1.472, 0.021, 3.744], [2.593, 1.351, 2.635], [3.604, 0.291, 3.269], [2.714, 0.365, 2.807], [1.574, -0.805, 3.044], [-0.001, -0.937, 3.490], [0.737, -1.435, 3.131], [-2.261, -2.532, 0.376], [-2.691, -2.001, 1.668], [-3.100, -2.199, 0.787], [1.570, -0.125, -4.983], [0.149, -0.785, -4.943], [1.005, -0.654, -4.366], [-0.452, 3.092, 2.817], [-1.667, 3.121, 3.848], [-0.964, 2.649, 3.305], [-1.910, -3.499, -3.126], [-2.005, -2.274, -3.671], [-1.357, -2.690, -3.169], [0.566, -4.162, -1.589], [0.219, -2.972, -2.546], [0.897, -3.303, -1.885], [-4.106, -0.371, -2.593], [-2.769, 0.098, -2.725], [-3.441, -0.462, -3.274], [-0.036, -2.543, 2.283], [0.029, -4.033, 1.568], [-0.404, -3.266, 1.720], [1.649, 3.717, 1.187], [3.141, 3.285, 1.041], [2.392, 3.368, 1.650]], "lumo_ev": -2.6, "relative_energy_ev": 3.2518, "total_energy_ha": -1334.79853, "homo_energy_ha": -0.4757, "charge": 1, "gap_ev": 10.374}